Record 1
{"formula": "C3H2Cl3N", "method": "ωB97M-V with the def2-TZVPD basis set", "species": ["C", "H", "Cl", "C", "C", "Cl", "N", "Cl", "H"], "xyz": [[0.4340, 0.8747, 1.2656], [1.0164, -1.0462, 0.7250], [-1.4540, 0.9956, -1.5309], [-0.7614, -0.4352, -0.7808], [0.7381, -0.0321, 0.2204], [2.1666, 0.4082, -0.7905], [0.3885, 1.7557, 1.9914], [-1.9403, -1.1789, 0.3146], [-0.5880, -1.3418, -1.4148]], "forces_ev_per_a": [[0.347, 1.015, -0.528], [-0.651, 1.665, -1.133], [0.617, -0.526, -0.023], [1.962, -0.383, 1.716], [-1.408, -4.113, -1.711], [-1.064, 0.041, 0.470], [-0.387, 0.371, 0.791], [-0.020, 0.267, 0.572], [0.604, 1.663, -0.155]], "nbo_charge": [0.205, 0.270, 0.042, -0.234, -0.310, 0.021, -0.231, -0.009, 0.246], "total_energy_ev": -42199.095, "e_above_lowest_kcal_mol": 19.3, "smiles": "N#C[C@H](Cl)C(Cl)Cl", "lumo_ev": 0.4}

***

Record 2
{"formula": "C3H2Cl4O", "method": "ωB97M-V with the def2-TZVPD basis set", "species": ["H", "Cl", "H", "C", "C", "O", "Cl", "C", "Cl", "Cl"], "xyz": [[0.3399, 0.2426, -1.7109], [-2.7704, -0.1664, -0.9212], [1.5516, 0.0255, 1.7278], [1.8172, -0.0923, 0.6478], [-1.2038, -0.2257, -0.0684], [2.7216, -0.5347, 0.0977], [-1.4630, 0.0705, 1.6204], [-0.0394, 0.4620, -0.6029], [-0.1565, 2.2343, -0.5709], [-0.7972, -2.0158, -0.2194]], "forces_ev_per_a": [[-1.196, -0.191, 2.687], [0.048, 0.890, -0.238], [0.130, 0.218, -0.546], [-3.357, 0.289, -0.743], [-0.509, -2.606, -0.237], [0.741, -0.020, -0.318], [-0.061, 0.551, 0.739], [4.004, 0.856, -1.732], [-0.169, -0.169, 0.293], [0.370, 0.183, 0.096]], "nbo_charge": [0.267, 0.021, 0.179, 0.557, -0.155, -0.426, 0.050, -0.426, -0.034, -0.032], "total_energy_ev": -55277.496, "e_above_lowest_kcal_mol": 42.1, "lumo_ev": [-0.3, -0.3]}

***

Record 3
{"formula": "C3H2ClF", "method": "ωB97M-V with the def2-TZVPD basis set", "species": ["C", "C", "H", "Cl", "F", "C", "H"], "xyz": [[0.9360, -1.0083, 1.6299], [-0.9168, 0.2063, -1.2245], [0.1586, -0.2906, 1.3860], [2.0996, -1.1190, 0.4654], [-1.0728, -0.9231, -1.7784], [-0.7916, 1.1455, -0.4933], [-0.4130, 1.9892, 0.0149]], "forces_ev_per_a": [[0.005, -0.861, 1.393], [0.049, 0.279, 0.944], [0.048, 0.447, -0.751], [-0.004, 0.338, -0.552], [-0.196, -0.342, -0.565], [0.299, -0.245, -0.654], [-0.201, 0.384, 0.185]], "nbo_charge": [-0.199, 0.429, 0.119, 0.081, -0.253, -0.421, 0.244], "total_energy_ev": -18376.390, "e_above_lowest_kcal_mol": 108.1, "lumo_ev": [-0.7, -0.7]}

***

Record 4
{"formula": "C3H2ClF4I", "method": "ωB97M-V with the def2-TZVPD basis set", "species": ["C", "F", "Cl", "I", "F", "F", "H", "H", "C", "F", "C"], "xyz": [[0.7317, -0.6701, 0.1119], [0.2395, 2.4564, 1.4964], [0.4650, 2.2008, -1.0348], [2.3043, -0.4483, -1.2383], [-1.6209, -0.8062, -0.3271], [1.0677, -0.9293, 1.3795], [-1.4557, 2.0680, 0.4707], [-0.5509, -2.2650, 0.4413], [-0.4918, -1.5041, -0.2539], [-0.3756, -2.0944, -1.4509], [-0.3133, 1.9921, 0.4052]], "forces_ev_per_a": [[0.148, -0.853, -0.641], [1.018, 0.497, 0.816], [0.154, 0.854, -0.841], [0.096, -0.655, 0.402], [-0.941, 0.947, 0.431], [0.185, 0.334, -0.023], [1.819, -0.204, -0.472], [-0.526, -1.571, 1.878], [1.274, 1.030, -1.216], [0.464, -0.342, -1.015], [-3.690, -0.036, 0.681]], "mulliken_spin": [0.828, 0.063, 0.116, 0.069, 0.021, 0.065, 0.016, 0.001, 0.003, 0.011, 0.806], "total_energy_ev": -34631.749, "multiplicity": 3, "lumo_ev": [0.2, -1.2]}

***

Record 5
{"formula": "C3H2ClFO", "method": "ωB97M-V with the def2-TZVPD basis set", "species": ["H", "Cl", "C", "O", "C", "C", "H", "F"], "xyz": [[-0.3924, -1.8869, -0.1708], [2.4871, -0.3804, -0.0146], [-0.2167, 0.2906, -0.0812], [-2.1583, -0.9097, 0.0401], [-0.9645, -0.9248, 0.0205], [1.0849, 0.7134, 0.0811], [1.2739, 1.8189, 0.1701], [-1.1138, 1.2787, -0.0451]], "forces_ev_per_a": [[-0.330, 0.675, 0.710], [-1.342, 1.006, 0.227], [2.412, 2.842, 1.461], [-0.710, -0.192, 0.530], [1.013, -3.116, -1.853], [-1.046, -0.938, -0.742], [0.004, -1.478, -0.163], [0.000, 1.201, -0.170]], "nbo_charge": [0.129, 0.012, 0.241, -0.457, 0.339, -0.205, 0.249, -0.308], "total_energy_ev": -20428.908, "e_above_lowest_kcal_mol": 17.9, "smiles": "O=C/C(F)=C\\Cl", "lumo_ev": -0.7}

***

Record 6
{"formula": "C3H2ClFOS", "method": "ωB97M-V with the def2-TZVPD basis set", "species": ["C", "C", "H", "O", "Cl", "C", "H", "F", "S"], "xyz": [[-0.4357, -0.3312, 1.4656], [0.2378, 0.2545, -1.0071], [-0.1880, -0.8195, 2.5366], [-0.7326, 1.0684, -1.4026], [1.2935, -1.7451, 0.5079], [0.2560, -0.3943, 0.2661], [-0.4737, 1.5408, -2.0403], [-1.6370, 0.3277, 1.4671], [1.6799, 0.0986, -1.7932]], "forces_ev_per_a": [[-1.106, 0.583, -0.457], [2.169, 0.694, -1.079], [-0.503, 1.173, -3.050], [-3.773, -6.256, 9.014], [1.295, -0.711, -0.250], [-2.054, -1.630, 4.434], [3.407, 5.765, -8.227], [1.267, -0.180, 0.446], [-0.704, 0.560, -0.831]], "nbo_charge": [0.306, 0.179, 0.227, -0.598, 0.043, -0.251, 0.480, -0.327, -0.057], "total_energy_ev": -31263.104, "e_above_lowest_kcal_mol": 45.7, "smiles": "OC(=S)/C(Cl)=C\\F", "lumo_ev": -1.0}

***

Record 7
{"formula": "C3H2ClN", "method": "ωB97M-V with the def2-TZVPD basis set", "species": ["C", "H", "N", "C", "C", "Cl", "H"], "xyz": [[0.9536, 0.7081, -1.1307], [-1.2948, 0.1409, -0.5285], [1.5783, 1.1510, -2.1315], [-0.0967, 0.3185, -0.1003], [-0.0835, -0.4333, 0.9218], [-1.7304, -1.0709, 1.5545], [0.6735, -0.8143, 1.4147]], "forces_ev_per_a": [[2.695, 3.119, -5.556], [3.603, 1.696, 0.515], [-4.691, -3.587, 7.929], [-3.026, 0.637, -6.320], [-4.373, -0.912, 1.264], [2.228, 0.761, -0.545], [3.564, -1.713, 2.713]], "nbo_charge": [0.248, 0.282, -0.272, -0.348, -0.043, -0.068, 0.200], "total_energy_ev": -17152.491, "e_above_lowest_kcal_mol": 54.2, "smiles": "N#C/C=C/Cl", "lumo_ev": -0.2}

***

Record 8
{"formula": "C3H2ClN", "method": "ωB97M-V with the def2-TZVPD basis set", "species": ["H", "C", "C", "Cl", "H", "N", "C"], "xyz": [[0.8716, 0.5300, 0.8950], [0.8361, 0.2340, -1.3405], [0.3689, 0.1967, 0.1329], [-1.4990, -0.1624, 2.0674], [-1.3596, -0.9016, 0.0046], [1.4926, 0.4720, -2.3231], [-0.7106, -0.3688, 0.5638]], "forces_ev_per_a": [[3.850, 2.890, 3.226], [3.022, 1.255, -1.132], [-0.840, -1.501, -5.702], [0.656, 0.106, 0.753], [-1.737, -1.615, -2.257], [-3.546, -1.349, 4.543], [-1.405, 0.214, 0.568]], "nbo_charge": [0.229, 0.252, -0.303, 0.033, 0.202, -0.285, -0.126], "total_energy_ev": -17153.583, "e_above_lowest_kcal_mol": 29.0, "smiles": "N#C/C=C/Cl", "lumo_ev": 0.2}

***

Record 9
{"formula": "C3H2ClNO", "method": "ωB97M-V with the def2-TZVPD basis set", "species": ["C", "C", "H", "H", "O", "N", "Cl", "C"], "xyz": [[-1.0143, -1.6671, 0.5102], [-2.7393, 0.8436, -0.0263], [0.2143, -0.1118, 0.5990], [-0.0334, -0.5616, -1.0237], [-3.8202, 1.2811, 0.0440], [-1.5932, 0.4945, -0.1066], [-0.2304, -3.0120, -0.0629], [-0.5748, -0.4196, -0.1267]], "forces_ev_per_a": [[-0.883, -0.317, 0.804], [1.363, -0.656, -0.043], [-0.099, -0.075, -0.066], [0.224, 0.240, -1.539], [0.022, -0.016, -0.007], [-2.313, 2.379, -0.519], [0.608, -0.431, -0.319], [1.077, -1.124, 1.688]], "nbo_charge": [0.013, 0.889, 0.263, 0.218, -0.517, -0.542, 0.071, -0.394], "total_energy_ev": -19199.798, "e_above_lowest_kcal_mol": 65.6, "lumo_ev": -0.8}

***

Record 10
{"formula": "C3H2ClNO", "method": "ωB97M-V with the def2-TZVPD basis set", "species": ["C", "C", "H", "Cl", "N", "H", "O", "C"], "xyz": [[1.6073, -0.7918, 0.7799], [0.5248, -1.2319, 0.0910], [0.2287, -2.2491, 0.0648], [-1.7150, 0.2036, -0.9270], [0.3769, 1.0517, 0.3693], [2.5155, -1.2564, 1.1739], [1.5527, 0.5974, 0.9308], [-0.2403, 0.0075, -0.1229]], "forces_ev_per_a": [[-0.073, 1.710, -0.260], [-0.014, 1.843, 1.149], [-0.300, -0.539, -0.671], [-0.302, -0.086, -0.115], [-0.150, -0.586, -0.355], [-0.597, 0.184, -0.124], [-0.247, -1.919, -0.382], [1.684, -0.606, 0.757]], "nbo_charge": [0.134, -0.365, 0.248, 0.073, -0.118, 0.223, -0.280, 0.084], "total_energy_ev": -19201.489, "e_above_lowest_kcal_mol": 26.6, "smiles": "Clc1ccon1", "lumo_ev": 0.9}